Formula: C24H34ClF9N3O5Zn
Source: the OMol25 dataset
Level of theory: ωB97M-V/def2-TZVPD

Each line ends with the Löwdin charge.
Atoms and positions in Å:
O (-0.92271, -2.02857, -0.48348)  -0.259
C (-0.47397, -1.89208, -1.74751)  -0.373
C (0.88671, -2.64657, -1.88492)  -0.188
C (1.81588, -2.59362, -0.83987)  -0.045
H (1.62235, -1.90889, -0.01727)  0.086
C (2.94124, -3.44105, -0.82933)  -0.084
H (3.61353, -3.46546, 0.03264)  0.092
C (3.20022, -4.25460, -1.95760)  -0.107
H (4.08450, -4.88399, -1.98231)  0.080
C (2.30967, -4.23562, -3.06173)  -0.103
H (2.50703, -4.84165, -3.95343)  0.086
C (1.14705, -3.44500, -2.99837)  -0.063
H (0.42422, -3.41978, -3.81296)  0.103
H (-1.15669, -2.42315, -2.48353)  0.121
C (-1.57361, 0.12913, -3.18294)  -0.112
C (-0.29767, -0.27045, -2.42025)  -0.282
H (-1.39254, 0.36516, -4.25114)  0.073
H (-2.10421, 0.98858, -2.75116)  0.036
H (-2.25901, -0.71455, -3.21654)  0.064
C (0.91921, 0.08929, -2.96709)  -0.139
C (1.22141, 1.10216, -4.03668)  -0.125
H (1.79481, -0.52329, -2.75301)  0.107
H (1.75270, 0.68301, -4.91987)  0.086
H (1.88988, 1.87831, -3.62948)  0.062
H (0.32768, 1.61378, -4.40039)  0.047
Zn (-0.35912, 0.88271, -0.57210)  0.613
Cl (-0.15989, 2.88881, -1.75318)  0.083
C (-0.30434, 3.19984, 1.41191)  -0.377
O (-1.10050, 2.24312, 1.40659)  -0.030
N (-0.39582, 4.36554, 2.09389)  -0.183
C (-1.60668, 4.75333, 2.78030)  -0.048
C (0.66376, 5.36393, 2.00918)  -0.045
H (0.59147, 3.18480, 0.78660)  0.051
H (-2.31684, 3.92655, 2.74468)  0.089
H (-2.03025, 5.65152, 2.31202)  0.087
H (-1.36462, 5.00417, 3.82077)  0.084
H (1.54494, 4.91600, 1.54404)  0.082
H (0.92488, 5.71133, 3.02153)  0.089
H (0.34809, 6.23392, 1.42201)  0.087
H (0.09919, -4.34845, 2.98453)  0.079
H (0.36305, -2.28367, 4.49838)  0.084
C (0.35172, -3.66302, 2.15658)  -0.068
C (0.48318, -1.66141, 3.59566)  -0.057
N (-0.08981, -2.32018, 2.44520)  -0.176
H (-0.13923, -3.99297, 1.23840)  0.085
C (-1.20098, -1.79409, 1.84308)  -0.359
O (-1.63518, -0.65320, 2.01641)  -0.022
H (-0.00219, -0.69398, 3.72961)  0.089
H (-1.70768, -2.53794, 1.20961)  0.107
H (1.44440, -3.69104, 2.02493)  0.079
H (1.55922, -1.51667, 3.44416)  0.059
H (-6.03535, 1.58576, -0.30971)  0.089
H (-6.49285, -0.98786, 0.31243)  0.086
C (-5.37692, 1.13699, -1.06490)  -0.043
C (-5.68764, -1.22148, -0.40041)  -0.050
N (-4.78068, -0.08357, -0.55395)  -0.178
H (-4.58962, 1.83966, -1.33989)  0.090
C (-3.46733, -0.15200, -0.24651)  -0.239
O (-2.63242, 0.75027, -0.49197)  -0.060
H (-5.12021, -2.08709, -0.03822)  0.092
H (-3.17840, -1.09377, 0.24884)  0.119
H (-5.99945, 0.89443, -1.93322)  0.084
H (-6.16466, -1.46754, -1.36200)  0.086
F (3.11857, -1.54898, 1.82537)  0.115
C (3.61334, -0.44889, 1.18158)  -0.478
F (4.76812, -0.11492, 1.82248)  0.137
F (3.96444, -0.85538, -0.07212)  0.134
C (2.53020, 0.68548, 1.11977)  -0.315
O (1.26610, 0.30303, 0.78802)  -0.113
C (2.71533, 1.36274, 2.54559)  -0.466
F (3.81307, 2.17347, 2.61867)  0.128
F (1.64093, 2.13733, 2.84495)  0.139
F (2.82049, 0.45307, 3.55278)  0.132
C (3.13480, 1.67949, 0.08625)  -0.498
F (4.48747, 1.80004, 0.09481)  0.141
F (2.78582, 1.29493, -1.16435)  0.122
F (2.62840, 2.93475, 0.26912)  0.103

The value obtained for the calculated total energy is -125547.81133 eV. The value obtained for the largest force on an atom is 0.060 hartree/bohr. As for the charge: -1. Its orbital gap is 7.0 eV. Its spin multiplicity is 1. The energy relative to the best compared isomer or geometry (same formula, charge and spin) comes out at 0.0000 eV. The value obtained for the molar mass is 716.38 g mol⁻¹.

Formula: C4H4O2S
Source: the OMol25 dataset
Level of theory: ωB97M-V/def2-TZVPD

Each line ends with the Löwdin charge.
Atoms and positions in Å:
C (-1.55467, -0.02865, 0.96034)  0.097
C (-0.54958, -0.56507, 0.50533)  -0.137
C (0.81750, -1.88059, -1.02933)  0.058
C (0.57736, -0.78172, -0.31707)  -0.188
O (-1.05488, 3.08072, -0.21042)  -0.418
O (1.14464, 2.18661, 0.44426)  -0.427
S (-0.15545, 2.60719, 0.80354)  0.845
H (-2.20398, 0.11052, 1.68233)  -0.013
H (1.61803, -2.28159, -1.55299)  0.048
H (-0.02186, -2.40173, -1.26164)  0.032
H (1.38288, -0.04569, -0.02436)  0.103

The value obtained for the calculated total energy is -19139.08156 eV. The value obtained for the largest force on an atom is 0.106 hartree/bohr. Its orbital gap is 9.0 eV. Its spin multiplicity is 1. The energy relative to the best compared isomer or geometry (same formula, charge and spin) comes out at 3.9097 eV. The value obtained for the molar mass is 116.14 g mol⁻¹.

Formula: C3H4N2O3
Source: the OMol25 dataset
Level of theory: ωB97M-V/def2-TZVPD

Each line ends with the Löwdin charge.
Atoms and positions in Å:
C (0.03139, 1.34614, -0.00386)  -0.241
C (1.55951, -0.32569, 0.01361)  -0.161
C (-1.28965, -1.20409, -0.13737)  -0.209
H (0.04310, 1.18923, 1.06632)  0.135
H (0.05286, 2.47466, -0.13464)  0.162
H (2.41422, -0.36649, 0.69923)  0.140
H (-1.61828, -2.01671, 0.48721)  0.125
N (0.94447, -1.48276, 0.03484)  0.141
N (-1.91001, -0.12249, 0.10094)  0.116
O (1.16812, 0.82288, -0.64582)  -0.010
O (-0.17110, -1.30588, -0.95351)  -0.085
O (-1.22463, 0.99119, -0.52695)  -0.112

The value obtained for the calculated total energy is -12293.08331 eV. The SMILES is C1=N\O/C=N\OCO/1. The value obtained for the largest force on an atom is 0.066 hartree/bohr. Its orbital gap is 11.0 eV. Its spin multiplicity is 1. The energy relative to the best compared isomer or geometry (same formula, charge and spin) comes out at 5.9121 eV. The value obtained for the molar mass is 116.08 g mol⁻¹.

Formula: C4H9N2O
Source: the OMol25 dataset
Level of theory: ωB97M-V/def2-TZVPD

Each line ends with the Löwdin charge.
Atoms and positions in Å:
C (-0.14972, -0.43696, -0.91764)  -0.062
C (-0.14132, -0.33376, 0.44499)  -0.368
C (-0.31318, 0.76447, 1.23197)  -0.002
N (0.12458, 0.54159, 2.53812)  0.143
C (0.45095, -0.85440, 2.53521)  -0.005
N (0.46202, -1.25446, 1.26017)  0.129
H (-1.07379, 0.21137, -1.36575)  0.160
H (0.02382, -1.57088, -1.24718)  0.141
H (0.78295, -0.11680, -1.42541)  0.102
H (-0.85215, 1.63540, 0.84454)  0.155
H (-0.14836, 1.15729, 3.27955)  0.164
H (1.11784, -1.26218, 3.31193)  0.160
H (0.62596, -2.25566, 0.81458)  0.250
H (-0.51545, 1.93363, -3.98776)  0.055
H (-0.31363, 0.53413, -3.93047)  0.053
O (-0.08052, 1.30721, -3.38686)  -0.076

The value obtained for the calculated total energy is -9313.76902 eV. The value obtained for the largest force on an atom is 0.129 hartree/bohr. As for the charge: +1. Its orbital gap is 9.7 eV. Its spin multiplicity is 1. The energy relative to the best compared isomer or geometry (same formula, charge and spin) comes out at 2.2468 eV. The value obtained for the molar mass is 101.13 g mol⁻¹.

Question: Look up the calculated total energy of the first one.
Answer: -125547.81133 eV

Question: Which value of spin multiplicity does entry 1 give?
Answer: 1

Question: The lowest molar mass belongs to which entry?
Answer: C4H9N2O

Repeat the third record exactly.
Formula: C3H4N2O3
Source: the OMol25 dataset
Level of theory: ωB97M-V/def2-TZVPD

Each line ends with the Löwdin charge.
Atoms and positions in Å:
C (0.03139, 1.34614, -0.00386)  -0.241
C (1.55951, -0.32569, 0.01361)  -0.161
C (-1.28965, -1.20409, -0.13737)  -0.209
H (0.04310, 1.18923, 1.06632)  0.135
H (0.05286, 2.47466, -0.13464)  0.162
H (2.41422, -0.36649, 0.69923)  0.140
H (-1.61828, -2.01671, 0.48721)  0.125
N (0.94447, -1.48276, 0.03484)  0.141
N (-1.91001, -0.12249, 0.10094)  0.116
O (1.16812, 0.82288, -0.64582)  -0.010
O (-0.17110, -1.30588, -0.95351)  -0.085
O (-1.22463, 0.99119, -0.52695)  -0.112

The value obtained for the calculated total energy is -12293.08331 eV. The SMILES is C1=N\O/C=N\OCO/1. The value obtained for the largest force on an atom is 0.066 hartree/bohr. Its orbital gap is 11.0 eV. Its spin multiplicity is 1. The energy relative to the best compared isomer or geometry (same formula, charge and spin) comes out at 5.9121 eV. The value obtained for the molar mass is 116.08 g mol⁻¹.